Entry from the Open Molecules 2025 dataset: a 10-piece molecular cluster, C10H40N14O10 overall in a non-equilibrium geometry (ωB97M-V with the def2-TZVPD basis set).

Geometry (Å):
N: -15.1573 16.2656 1.2542
C: -13.8385 16.2061 1.5517
N: -13.0484 15.4487 0.7251
O: -13.3478 16.6526 2.5936
H: -15.4928 16.0385 0.3380
H: -15.8329 16.4805 2.0071
H: -13.4184 14.9179 -0.0425
H: -12.0512 15.4418 0.8423
N: -9.6226 10.9974 7.3437
C: -10.4110 11.2168 6.2369
N: -10.3854 12.4800 5.7077
O: -11.0354 10.2974 5.6953
H: -9.3364 11.7642 7.9245
H: -9.3841 10.0544 7.5822
H: -9.5627 13.0131 5.9983
H: -10.6084 12.4975 4.7235
N: -6.5532 12.6898 7.2243
C: -6.9310 13.8697 6.6598
N: -5.9545 14.8168 6.5376
O: -8.0615 14.0560 6.2168
H: -7.1604 11.8913 7.2192
H: -5.6777 12.5793 7.7026
H: -6.1400 15.7449 6.2108
H: -5.0998 14.6323 7.0326
N: -8.1187 15.1672 0.5214
C: -8.5012 16.4373 0.8514
N: -9.6607 16.8957 0.2919
O: -7.8286 17.1465 1.5913
H: -7.3026 14.7707 0.9413
H: -8.6422 14.6736 -0.1781
H: -9.9109 17.8405 0.5291
H: -10.1715 16.4020 -0.4147
N: -13.2038 12.1776 -0.2932
C: -11.9637 11.6984 0.0699
N: -11.7984 11.5036 1.4147
O: -11.0850 11.4458 -0.7501
H: -13.5118 12.2317 -1.2436
H: -13.8914 12.3667 0.4150
H: -12.5531 11.7133 2.0438
H: -10.9448 11.1361 1.7897
N: -17.7895 15.5908 5.2869
C: -16.7213 15.9720 4.4998
N: -15.5153 15.4087 4.8440
O: -16.8764 16.7590 3.5659
H: -17.6343 15.0735 6.1295
H: -18.6669 15.6113 4.8028
H: -15.4296 15.1343 5.8102
H: -14.6832 15.8135 4.4187
N: -13.6737 12.4484 5.2011
C: -14.6061 11.5536 5.6410
N: -14.0675 10.3810 6.1212
O: -15.8130 11.7567 5.6451
H: -13.9502 13.3265 4.8043
H: -12.7240 12.1271 5.2053
H: -14.6754 9.7016 6.5305
H: -13.1072 10.1653 5.8970
C: -10.5769 14.6858 3.2100
O: -11.8864 14.1680 3.3710
H: -9.9383 14.0434 2.5809
H: -10.5303 15.6319 2.6630
H: -10.0950 14.7473 4.1853
H: -12.4948 14.6958 2.8456
C: -7.7015 11.8616 3.5065
O: -8.6543 11.3720 2.5694
H: -6.7139 11.9625 3.0480
H: -7.9379 12.8793 3.8344
H: -7.7257 11.2682 4.4226
H: -8.7484 10.4342 2.7580
C: -10.5067 18.0326 4.4079
O: -10.0093 18.5938 3.1989
H: -9.6984 17.7984 5.1037
H: -11.1220 18.7667 4.9388
H: -11.1962 17.2213 4.1675
H: -9.2455 18.0512 2.9568

Properties
LUMO level: 0.0807 eV
SMILES: NC(N)=O.NC(N)=O.NC(N)=O.NC(N)=O.NC(N)=O.NC(N)=O.NC(N)=O.CO.CO.CO
charge: 0
ΔE to the lowest compared entry with this formula, charge and spin: 43.4 kcal per mole
gap between HOMO and LUMO: 9.28 eV

***

Entry from the Open Molecules 2025 dataset: a 10-piece molecular cluster, C69H162B4F16N3O3P3 overall in a non-equilibrium geometry (ωB97M-V with the def2-TZVPD basis set).

Geometry (Å):
C: 5.6200 0.6180 -6.4931
C: 4.9571 0.8344 -5.0901
C: 4.2317 2.1941 -4.9937
C: 5.1119 3.4390 -4.8541
P: 4.3584 4.9028 -4.2341
C: 5.1540 6.4887 -4.7089
C: 6.2533 6.9903 -3.7317
C: 7.6871 6.4713 -3.9710
C: 8.3199 7.0323 -5.1754
C: 4.0600 4.7789 -2.5040
C: 3.4226 3.4768 -1.9521
C: 3.1169 3.5479 -0.5588
C: 2.1217 4.6740 -0.2387
C: 2.6620 4.9736 -4.9774
C: 1.7897 6.0355 -4.1649
C: 0.6795 6.5481 -5.0709
C: -0.3878 5.4302 -5.4641
H: 6.2651 -0.2518 -6.5764
H: 6.1684 1.5780 -6.6542
H: 4.8786 0.5420 -7.2835
H: 5.6422 0.7832 -4.2606
H: 4.2326 0.0290 -4.8576
H: 3.5527 2.1191 -4.1353
H: 3.5737 2.3479 -5.8451
H: 5.5667 3.6312 -5.8257
H: 5.8655 3.0012 -4.1856
H: 4.3960 7.2380 -4.9933
H: 5.6082 6.2527 -5.6746
H: 5.9017 6.8101 -2.7035
H: 6.3200 8.0736 -3.9026
H: 7.7768 5.4004 -3.9892
H: 8.2645 6.8048 -3.0916
H: 7.6295 6.9384 -6.0284
H: 9.2916 6.5757 -5.4986
H: 8.5081 8.1248 -5.1634
H: 3.5327 5.6867 -2.1927
H: 5.0313 5.1017 -2.0052
H: 4.0650 2.6809 -2.1810
H: 2.4818 3.3473 -2.5626
H: 4.0176 3.6539 0.0213
H: 2.7888 2.6140 -0.1349
H: 2.6580 5.6359 -0.0862
H: 1.5426 4.5413 0.6804
H: 1.3739 4.9360 -0.9986
H: 2.2622 3.9392 -4.8161
H: 2.7253 5.3046 -6.0180
H: 2.4675 6.8512 -3.8588
H: 1.2855 5.6938 -3.2088
H: 1.1087 6.9721 -5.9819
H: 0.1456 7.3127 -4.5854
H: -1.3088 5.8295 -5.9264
H: -0.6484 4.8827 -4.5546
H: 0.0969 4.7260 -6.1997
C: -5.1385 -0.8526 0.2990
C: -5.3824 0.4130 -0.4704
C: -4.2629 0.7602 -1.5029
C: -4.7188 1.7450 -2.5488
P: -3.9182 1.8126 -4.1471
C: -3.9436 0.1632 -4.8359
C: -5.2663 -0.5337 -4.7743
C: -5.1457 -2.0446 -4.9645
C: -6.5099 -2.7059 -5.0330
C: -4.8657 3.0123 -5.0942
C: -6.4325 3.1156 -4.8715
C: -7.1442 3.8481 -5.9996
C: -8.6577 3.8572 -5.7394
C: -2.2241 2.3987 -4.3271
C: -1.1098 1.4915 -3.6771
C: 0.0802 1.1170 -4.6025
C: 1.2274 0.5067 -3.7541
H: -4.2639 -0.6749 0.9375
H: -4.9053 -1.7242 -0.2884
H: -6.0441 -1.1066 0.8838
H: -5.4836 1.2793 0.2264
H: -6.3272 0.3189 -1.0113
H: -4.1114 -0.1926 -1.9639
H: -3.3548 1.1475 -1.0677
H: -4.5995 2.7777 -2.1991
H: -5.7353 1.5240 -2.9433
H: -3.2070 -0.4715 -4.3476
H: -3.6988 0.3248 -5.8514
H: -5.9988 -0.0961 -5.4533
H: -5.6886 -0.2636 -3.7609
H: -4.5152 -2.4926 -4.2301
H: -4.6453 -2.2187 -5.9144
H: -7.0282 -2.4936 -4.0548
H: -6.3218 -3.7546 -5.0722
H: -7.1603 -2.4167 -5.8516
H: -4.7579 2.8702 -6.1574
H: -4.3973 3.9238 -4.7520
H: -6.5961 3.7104 -3.9487
H: -6.9270 2.1917 -4.6575
H: -6.8957 3.3969 -6.9671
H: -6.7974 4.9343 -5.9624
H: -9.0834 4.6085 -6.3856
H: -8.9447 4.2034 -4.7201
H: -9.1048 2.8552 -5.9853
H: -2.1800 3.3440 -3.8167
H: -1.9677 2.4404 -5.3872
H: -1.4777 0.5377 -3.2357
H: -0.6684 2.0558 -2.9206
H: 0.4487 2.0644 -5.1650
H: -0.2704 0.3873 -5.3793
H: 1.5504 1.1573 -2.9405
H: 2.0429 0.1126 -4.3418
H: 0.6847 -0.3525 -3.3286
C: -4.8194 -4.1058 4.0135
C: -4.3932 -4.0564 2.4884
C: -3.9782 -5.4253 2.0067
C: -3.5875 -5.4969 0.5413
P: -2.5466 -6.9437 0.0140
C: -2.7532 -7.4139 -1.6842
C: -2.7886 -6.1811 -2.7129
C: -3.4467 -6.4649 -3.9964
C: -3.3317 -5.3001 -4.9877
C: -0.9115 -6.2830 0.2922
C: 0.3191 -7.1449 -0.0072
C: 1.5670 -6.2960 0.0857
C: 1.6545 -5.3341 1.2257
C: -2.7716 -8.3830 1.1376
C: -2.4039 -9.7567 0.5673
C: -2.3087 -10.8231 1.5542
C: -1.7021 -12.0798 0.9876
H: -5.7635 -4.6064 4.0528
H: -4.9961 -3.1157 4.4832
H: -3.9810 -4.5765 4.5914
H: -3.5457 -3.3382 2.3643
H: -5.1874 -3.6563 1.8304
H: -4.7246 -6.2367 2.3589
H: -3.1475 -5.6918 2.6027
H: -2.9298 -4.6441 0.3490
H: -4.3861 -5.4003 -0.2130
H: -3.7002 -7.9159 -1.7230
H: -1.9743 -8.1329 -1.9614
H: -1.7937 -5.8125 -2.9715
H: -3.2395 -5.3089 -2.1788
H: -4.4988 -6.8104 -3.8840
H: -2.8700 -7.2258 -4.5154
H: -3.3485 -5.6188 -6.0558
H: -2.4298 -4.6736 -4.8718
H: -4.1607 -4.5398 -4.8514
H: -0.8263 -6.0296 1.3552
H: -0.8587 -5.3598 -0.3091
H: 0.2706 -7.5133 -1.0012
H: 0.3144 -7.9721 0.7317
H: 1.6392 -5.6790 -0.8176
H: 2.4309 -7.0010 0.0747
H: 0.9521 -4.4716 1.0562
H: 2.6772 -4.9657 1.3957
H: 1.4358 -5.7818 2.2388
H: -3.7844 -8.4612 1.5521
H: -2.0638 -8.2061 1.9423
H: -1.4670 -9.7587 -0.0018
H: -3.1853 -9.9407 -0.1839
H: -3.2316 -10.9916 2.0798
H: -1.6586 -10.4859 2.4210
H: -1.7083 -12.9605 1.6399
H: -0.6392 -12.0056 0.7330
H: -2.2603 -12.3247 0.0981
C: 0.1188 2.2416 1.7851
N: -0.2369 1.0095 1.0714
C: 0.0197 1.2375 -0.4361
C: 0.6527 -0.1367 1.5893
C: -1.7406 0.6441 1.1046
C: -2.1658 0.0722 2.3910
O: -1.7067 0.9342 3.4506
H: 1.0562 2.5576 1.4481
H: 0.2268 2.1688 2.8811
H: -0.6562 2.9575 1.6144
H: -0.3678 2.2191 -0.7703
H: -0.5834 0.6085 -1.0231
H: 1.0543 1.0420 -0.6032
H: 0.7202 -0.8086 0.7238
H: 0.1657 -0.5951 2.4399
H: 1.5304 0.3716 1.8574
H: -1.7374 -0.1604 0.3738
H: -2.3644 1.4657 0.7779
H: -1.8234 -0.9233 2.5934
H: -3.2184 0.2239 2.3177
H: -1.2460 0.4390 4.1288
C: 3.5177 2.6413 7.9668
C: 2.4144 2.0116 7.1476
N: 1.1615 2.9323 7.0755
C: 0.5016 2.8826 8.4674
C: 1.3786 4.3705 6.6742
C: 1.9042 4.5134 5.2073
C: 0.1612 2.1329 6.2166
C: -1.0750 2.9157 5.7433
O: -0.7029 4.0249 4.9210
C: -1.8075 4.7883 4.5431
H: 4.0093 3.5019 7.4679
H: 4.3187 1.9236 7.9275
H: 3.2260 2.9168 8.9958
H: 2.0001 1.0970 7.6227
H: 2.7303 1.6447 6.1588
H: 1.0525 3.5196 9.1149
H: 0.5822 1.8287 8.7757
H: -0.5790 3.1522 8.4626
H: 2.1585 4.6276 7.4450
H: 0.4271 4.8624 6.7975
H: 1.2525 3.8777 4.6077
H: 2.9128 4.2771 5.0516
H: 1.7008 5.4789 4.8633
H: -0.0295 1.1883 6.6966
H: 0.7277 1.9107 5.3431
H: -1.6737 3.3190 6.5948
H: -1.7155 2.2012 5.1904
H: -2.1482 4.5038 3.5472
H: -1.5727 5.8691 4.6592
H: -2.6954 4.6861 5.2141
C: 1.9084 -2.6118 3.6382
C: 2.7111 -1.6586 4.5190
N: 4.2008 -1.7802 4.3263
C: 4.6936 -1.6330 2.9133
C: 4.7828 -0.6698 5.1688
C: 6.2637 -0.4278 4.9542
C: 4.6886 -3.1767 4.7696
C: 4.0943 -3.6383 6.1037
O: 4.5699 -2.8069 7.1466
C: 3.7725 -2.9014 8.3245
H: 2.0261 -2.4228 2.5931
H: 0.8689 -2.4347 3.8179
H: 2.1461 -3.6002 3.9200
H: 2.5862 -1.7867 5.5471
H: 2.4350 -0.6366 4.3537
H: 4.1835 -0.7530 2.5012
H: 4.2614 -2.4515 2.3769
H: 5.7617 -1.6199 2.8496
H: 4.4504 -1.0765 6.1597
H: 4.2274 0.2220 4.9104
H: 6.7940 -1.4183 5.0471
H: 6.7350 0.2652 5.6506
H: 6.4899 0.0014 3.9478
H: 5.7608 -3.0878 4.9668
H: 4.4618 -3.9586 4.0196
H: 4.4415 -4.6443 6.2830
H: 2.9920 -3.6644 6.1320
H: 4.2370 -2.1703 9.0058
H: 3.8447 -3.9147 8.7159
H: 2.7311 -2.6907 8.1595
B: -0.2909 -1.3283 6.4547
F: -0.4392 -2.6467 6.5735
F: -1.1697 -0.6454 7.2777
F: 1.1001 -0.8527 6.6865
F: -0.4026 -0.8935 5.0346
B: -1.0662 -2.5552 -0.9487
F: -1.6408 -1.3970 -1.6511
F: 0.3037 -2.4745 -1.0197
F: -1.7181 -2.5001 0.4213
F: -1.6026 -3.6650 -1.7007
B: 3.4710 2.1309 2.7948
F: 4.5513 2.0693 3.6701
F: 2.9392 3.3480 2.4697
F: 3.7351 1.3530 1.6475
F: 2.4105 1.4304 3.5629
B: -2.1202 4.6633 -1.3179
F: -2.2064 3.3200 -0.7283
F: -3.1016 4.6901 -2.3599
F: -2.4004 5.6324 -0.4212
F: -0.8484 4.8467 -1.9014

Properties
LUMO level: -2.6522 eV
charge: +2
ΔE to the lowest compared entry with this formula, charge and spin: 16.0 kcal per mole
gap between HOMO and LUMO: 10.30 eV

***

Entry from the Open Molecules 2025 dataset: an isolated ion of composition C6H12O and charge +1 in a non-equilibrium geometry (ωB97M-V with the def2-TZVPD basis set).

Geometry (Å):
O: 1.0968 2.5007 -1.4274
C: 1.0169 1.7472 -0.5180
C: -0.2723 1.0993 -0.1155
C: 0.0027 -0.4009 0.1755
C: 0.6464 -0.5717 1.5452
C: -1.3208 -1.1651 0.0233
C: -1.0957 -2.6583 0.0336
H: 1.9019 1.4541 0.1019
H: -1.0589 1.2346 -0.8484
H: -0.6477 1.5761 0.7934
H: 0.6697 -0.8201 -0.5832
H: 1.3619 0.2315 1.7930
H: -0.1073 -0.6109 2.3320
H: 1.2253 -1.5016 1.5901
H: -1.7752 -0.8792 -0.9223
H: -1.9990 -0.8703 0.8177
H: -2.0452 -3.1820 -0.1025
H: -0.4206 -3.0482 -0.7379
H: -0.7218 -3.0519 0.9911

Properties
LUMO level (alpha / beta): -5.5839 / -9.5720 eV
multiplicity: 2
charge: +1
ΔE to the lowest compared entry with this formula, charge and spin: 20.5 kcal per mole
gap between HOMO and LUMO (alpha / beta): 10.08 / 6.08 eV

***

Entry from the Open Molecules 2025 dataset: C38H30I2N8O4SSc as an isolated structure in a non-equilibrium geometry (ωB97M-V with the def2-TZVPD basis set).

Geometry (Å):
Sc: 0.5892 -0.4200 0.0409
C: 3.2732 -0.6377 -3.7565
C: 3.0963 -0.5282 -2.3727
N: 2.1297 0.2242 -1.8701
C: 1.3055 0.8370 -2.7458
C: 1.3753 0.5371 -4.1078
N: 2.3817 -0.1610 -4.5984
C: 0.5431 1.9443 -2.1530
C: 0.2908 3.0954 -2.8924
C: -0.1863 4.2344 -2.2477
C: -0.3910 4.1432 -0.8723
C: -0.1360 2.9487 -0.2025
N: 0.3015 1.8496 -0.8351
C: -0.2710 2.8695 1.2594
C: -0.1239 4.0080 2.0642
N: -0.2548 3.9552 3.3741
C: -0.5125 2.7792 3.9147
C: -0.6241 1.6347 3.1303
N: -0.5023 1.6720 1.8095
C: -0.4401 5.4762 -2.9888
C: 0.3554 5.8335 -4.0772
C: 0.0491 6.9915 -4.7750
N: -0.9661 7.7758 -4.4623
C: -1.7105 7.4563 -3.4212
C: -1.4935 6.3261 -2.6479
H: 4.1321 -1.1345 -4.1850
H: 3.7493 -1.0259 -1.6690
H: 0.6239 0.8639 -4.8134
H: 0.4950 3.1215 -3.9506
H: -0.7326 5.0140 -0.3387
H: 0.1248 4.9806 1.6626
H: -0.6243 2.7517 4.9897
H: -0.8431 0.6810 3.5856
H: 1.2111 5.2389 -4.3549
H: 0.6414 7.3027 -5.6249
H: -2.5201 8.1385 -3.1996
H: -2.1443 6.1019 -1.8188
I: 1.4242 -0.7325 7.6862
C: 1.6082 -0.5962 5.5847
C: 2.2089 0.5227 5.0280
C: 2.2497 0.6242 3.6563
I: 3.0866 2.2897 2.6792
C: 1.7093 -0.3460 2.7945
O: 1.6891 -0.1257 1.5100
C: 1.1722 -1.5079 3.4010
C: 0.6572 -2.6022 2.5042
N: -0.3721 -2.0522 1.6038
C: -1.6188 -1.7557 2.3157
C: -2.3965 -0.6759 1.6009
C: -3.5773 -0.1626 2.1334
C: -4.2217 0.8618 1.4637
C: -3.7234 1.2691 0.2347
C: -2.5804 0.6559 -0.2480
N: -1.8868 -0.2470 0.4451
C: 1.1032 -1.6058 4.7805
H: 2.6157 1.3070 5.6490
H: 1.4777 -2.9771 1.8786
H: 0.2591 -3.4345 3.1045
H: -0.5804 -2.7402 0.8744
H: -2.2524 -2.6537 2.4196
H: -1.3726 -1.4191 3.3317
H: -3.9786 -0.5579 3.0532
H: -5.1074 1.3175 1.8771
H: -4.2087 2.0491 -0.3315
H: -2.2070 0.8770 -1.2408
H: 0.6435 -2.4736 5.2322
C: -0.1193 -8.4666 -0.7510
C: 0.0764 -6.9904 -0.8867
C: 1.1635 -6.3558 -0.2927
C: 1.3676 -4.9969 -0.4614
C: 0.4732 -4.2605 -1.2187
C: -0.6089 -4.8702 -1.8230
C: -0.8105 -6.2276 -1.6473
S: 0.8718 -2.5647 -1.5600
O: 1.7686 -2.1363 -0.4554
O: 1.4422 -2.5032 -2.8743
O: -0.3152 -1.6702 -1.3963
H: 0.5539 -8.8850 -0.0078
H: 0.0843 -8.9525 -1.7048
H: -1.1465 -8.6970 -0.4757
H: 1.8693 -6.9328 0.2869
H: 2.2282 -4.4999 -0.0413
H: -1.2615 -4.2704 -2.4379
H: -1.6533 -6.7080 -2.1227

Properties
LUMO level: -3.4244 eV
charge: +1
ΔE to the lowest compared entry with this formula, charge and spin: 12.7 kcal per mole
gap between HOMO and LUMO: 6.91 eV

***

Which value of ΔE to the lowest compared entry with this formula, charge and spin does entry 4 give? 12.7 kcal per mole